Entry 1:
ORCA calculation (wB97M-V/def2-TZVPD) on C30H36CrN9O8PS2 as an isolated structure.

Each line ends with the Löwdin charge.
Atoms and positions in Å:
Cr -0.2387 0.3394 0.0813  0.526
N 0.2299 0.6594 2.1288  -0.042
N -0.8500 1.1934 2.8563  -0.016
C -1.7823 1.9283 2.2037  -0.775
N -2.7011 2.5254 2.9647  0.137
S -1.7673 2.1292 0.5384  0.856
H 0.4566 -0.2487 2.5279  0.086
H 1.0783 1.2368 2.2451  -0.030
H -0.6767 1.3832 3.8336  0.163
H -2.7803 2.3446 3.9514  0.123
H -3.4740 2.9772 2.5058  0.117
O -1.5036 -1.4251 -3.2096  0.119
C -0.7376 -1.1302 -2.3340  -0.635
O -0.6750 0.0630 -1.7592  -0.219
C 0.3024 -2.1542 -1.8404  -0.185
P 1.3397 -1.4464 -0.5169  1.092
C 1.7839 -2.8042 0.6030  -0.349
C 1.0639 -2.9887 1.7823  -0.132
C 1.3456 -4.0627 2.6154  -0.076
C 2.3521 -4.9567 2.2785  -0.066
C 3.0712 -4.7815 1.1034  -0.058
C 2.7875 -3.7134 0.2662  -0.072
C 2.8817 -0.9438 -1.3386  -0.356
C 2.8675 -0.6051 -2.6912  -0.084
C 4.0194 -0.1383 -3.3117  -0.072
C 5.1923 0.0035 -2.5887  -0.064
C 5.2118 -0.3185 -1.2369  -0.065
C 4.0651 -0.7823 -0.6150  -0.095
H 0.8961 -2.4938 -2.6898  0.106
H -0.2124 -3.0361 -1.4644  0.086
H 0.2484 -2.3182 2.0252  0.084
H 0.7676 -4.2097 3.5188  0.116
H 2.5638 -5.8012 2.9211  0.114
H 3.8409 -5.4902 0.8276  0.114
H 3.3437 -3.5921 -0.6551  0.115
H 1.9581 -0.6993 -3.2710  0.111
H 3.9950 0.1114 -4.3643  0.118
H 6.0902 0.3604 -3.0750  0.113
H 6.1296 -0.2154 -0.6717  0.106
H 4.0904 -1.0500 0.4333  0.080
C 2.5403 3.0106 -2.9866  -0.039
C 1.3499 3.6338 -2.2525  -0.624
C 1.8364 4.6220 -1.1963  -0.036
C 0.4311 4.3342 -3.2476  -0.032
N 0.4906 2.6312 -1.5964  -0.059
N 1.1455 1.8085 -0.6240  -0.045
H 3.0792 3.7793 -3.5419  0.094
H 2.2032 2.2552 -3.7009  0.085
H 3.2565 2.5574 -2.2972  0.070
H 2.3699 5.4460 -1.6700  0.093
H 2.5309 4.1561 -0.4906  0.064
H 0.9894 5.0296 -0.6425  0.093
H 0.9775 5.1088 -3.7853  0.092
H -0.4118 4.7923 -2.7307  0.090
H 0.0404 3.6261 -3.9823  0.091
H 0.0841 1.9941 -2.2764  0.099
H 1.4153 2.4082 0.1554  0.042
H 2.0146 1.4128 -0.9922  0.077
O -3.4920 -0.5338 0.6748  0.086
C -2.6200 -1.3511 0.4973  -0.535
O -1.3305 -1.1465 0.6945  -0.218
C -2.9603 -2.7472 0.0437  -0.078
C -4.2204 -2.9952 -0.4880  0.101
C -4.5179 -4.2716 -0.9227  -0.092
C -3.6220 -5.3218 -0.8450  0.101
C -2.3878 -5.0391 -0.2980  -0.102
C -2.0438 -3.7786 0.1482  0.055
N -1.3798 -6.1105 -0.1959  -0.339
O -1.7302 -7.2408 -0.4389  0.114
O -0.2489 -5.7781 0.1166  0.070
N -5.8549 -4.5357 -1.5015  -0.348
O -6.0755 -5.6620 -1.8894  0.098
O -6.6321 -3.6089 -1.5431  0.102
H -4.9448 -2.1978 -0.5670  0.141
H -3.8803 -6.3101 -1.1934  0.138
H -1.0722 -3.6135 0.5829  0.097
S 2.9439 2.4597 2.5258  0.676
C 3.7334 1.0034 2.7711  -0.820
N 5.1015 1.0176 2.9199  0.074
C 5.8422 -0.0836 3.1500  -0.040
C 5.2243 -1.2913 3.2329  -0.019
C 3.8285 -1.2849 3.0573  -0.098
N 3.1135 -0.2042 2.8321  0.079
H 5.5403 1.9275 2.8618  0.144
H 6.9077 0.0622 3.2604  0.143
H 5.7739 -2.1999 3.4184  0.118
H 3.2754 -2.2184 3.0925  0.103

Its lowest unoccupied orbital energy (alpha / beta) is -3.516 / -3.518 eV. The HOMO energy (alpha / beta) is -11.456 / -11.643 eV. The calculation puts the energy above the lowest of the compared OMol25 structures with the same formula, charge and spin at 0.000 eV. As for the total charge: +1. The spin multiplicity is 4.

Entry 2:
ORCA calculation (wB97M-V/def2-TZVPD) on C30H36Ge2N4Os as an isolated structure at a distorted geometry.

Each line ends with the Löwdin charge.
Atoms and positions in Å:
Os -0.3256 0.7345 0.1219  1.268
C 0.3197 4.9575 -1.7810  -0.033
C 1.6556 4.8575 -2.1819  -0.037
C 2.4234 3.8383 -1.6732  0.004
C 1.8561 2.9262 -0.7717  -0.201
N 0.5490 3.0178 -0.3991  0.046
C -0.1722 4.0160 -0.8988  -0.130
C 2.5946 1.8403 -0.1774  -0.188
C 3.9918 1.7761 -0.0935  -0.002
C 4.5803 0.7318 0.5785  -0.032
C 3.7759 -0.2317 1.1977  0.019
C 2.4054 -0.1216 1.0694  -0.194
N 1.8332 0.8575 0.3696  0.021
C 1.4084 -1.1408 1.6506  -0.481
C 1.9217 -1.7806 2.9007  -0.092
C 1.3549 -1.5512 4.1022  -0.109
C 0.1972 -0.7435 4.2070  -0.116
C -0.3645 -0.2666 3.0391  -0.197
N 0.1437 -0.4362 1.8369  -0.122
H -0.3111 5.7528 -2.1455  0.109
H 2.0845 5.5701 -2.8717  0.114
H 3.4539 3.7287 -1.9739  0.112
H -1.1984 4.0684 -0.5591  0.102
H 4.5947 2.5520 -0.5358  0.108
H 5.6553 0.6531 0.6454  0.112
H 4.2248 -1.0392 1.7498  0.115
H 2.7854 -2.4154 2.7839  0.085
H 1.7638 -2.0050 4.9936  0.103
H -0.2667 -0.5493 5.1598  0.080
H -1.3133 0.2631 3.0624  0.094
N 0.4381 1.6191 -7.1816  0.147
C 0.2111 1.3974 -6.0790  -0.211
C -0.0392 1.1360 -4.7171  -0.258
C 0.7820 0.2524 -4.0176  -0.037
C 0.5791 0.0625 -2.6659  -0.116
C -0.4229 0.7401 -1.9588  -0.314
C -1.2810 1.5604 -2.7021  -0.132
C -1.0874 1.7747 -4.0514  -0.035
H 1.5800 -0.2629 -4.5335  0.116
H 1.2351 -0.6281 -2.1467  0.082
H -2.1077 2.0538 -2.2036  0.080
H -1.7419 2.4346 -4.6030  0.116
C -5.1223 1.2003 -0.9955  -0.216
Ge -3.8702 1.0367 0.5616  0.751
C -4.7814 -0.0997 1.9316  -0.219
C -3.5706 2.8270 1.3808  -0.222
C -2.1954 0.1522 0.0515  -0.361
H -6.1253 1.4412 -0.6559  0.012
H -5.1628 0.2655 -1.5472  0.013
H -4.7932 1.9800 -1.6748  0.001
H -5.7701 0.3010 2.1316  0.011
H -4.2183 -0.1076 2.8598  0.006
H -4.8868 -1.1251 1.5913  0.011
H -4.5009 3.2400 1.7578  0.013
H -3.1609 3.5267 0.6605  -0.013
H -2.8720 2.7555 2.2092  0.008
H -2.4479 -0.8674 -0.2640  -0.017
C 2.4644 -4.9583 1.7386  -0.222
Ge 0.8401 -4.0909 0.9710  0.868
C 0.5853 -4.9496 -0.8040  -0.221
C -0.7658 -4.3515 2.1147  -0.200
C 1.2448 -2.1820 0.5105  -0.209
H 2.4316 -6.0240 1.5302  0.010
H 2.5497 -4.8288 2.8126  0.007
H 3.3562 -4.5504 1.2673  0.013
H 0.3339 -5.9995 -0.6876  0.011
H 1.5090 -4.8873 -1.3734  0.013
H -0.2010 -4.4700 -1.3782  0.011
H -0.9413 -5.4128 2.2674  0.011
H -1.6438 -3.9301 1.6352  0.010
H -0.6470 -3.8812 3.0853  0.007
H 0.4399 -1.8026 -0.1377  0.041
H 2.1579 -2.2059 -0.0926  0.077

Its lowest unoccupied orbital energy (alpha / beta) is -0.887 / -1.055 eV. The HOMO energy (alpha / beta) is -6.639 / -6.612 eV.

Entry 3:
ORCA calculation (wB97M-V/def2-TZVPD) on a 2-piece molecular cluster, C30H36N3O overall at a distorted geometry.

Each line ends with the natural charge from an NBO analysis.
Atoms and positions in Å:
C 0.8426 3.0586 -4.0015  -0.413
N 0.4998 2.7459 -2.6259  -0.453
C -0.4582 3.5137 -1.9952  0.695
O -0.9987 4.5066 -2.4330  -0.583
C -0.7697 2.8442 -0.6709  -0.133
C -2.2400 2.3980 -0.6306  -0.427
C -2.5967 1.5148 -1.7880  -0.062
C -2.9095 2.0715 -3.0172  -0.208
C -3.1601 1.2758 -4.1158  -0.197
C -3.0943 -0.0973 -4.0021  -0.203
C -2.7730 -0.6686 -2.7871  -0.227
C -2.5256 0.1330 -1.6911  -0.169
N 0.1598 1.6788 -0.5741  -0.328
C 0.0795 0.7616 0.4366  0.234
C 0.6969 -0.4749 0.4178  -0.366
C 1.0392 -1.1757 1.5646  0.028
C 1.9649 -2.2604 1.6042  -0.072
C 2.6021 -2.5930 2.8165  -0.141
C 3.6280 -3.5081 2.8401  -0.218
C 4.0249 -4.1416 1.6749  -0.141
C 3.3751 -3.8729 0.4833  -0.201
C 2.3616 -2.9462 0.4408  -0.173
C 1.0447 1.6503 -1.7815  0.159
C 2.5587 1.8908 -1.4684  -0.063
C 2.6942 3.3087 -0.9007  -0.619
C 3.3964 1.7391 -2.7497  -0.614
C 3.1093 0.8932 -0.4391  -0.604
H -0.0557 3.4035 -4.5142  0.242
H 1.5738 3.8661 -4.0316  0.209
H 1.2308 2.1863 -4.5269  0.217
H -0.5497 3.5345 0.1577  0.244
H -2.4523 1.8654 0.3018  0.218
H -2.8935 3.2777 -0.6396  0.259
H -2.9085 3.1439 -3.1100  0.234
H -3.4018 1.7273 -5.0654  0.224
H -3.2877 -0.7190 -4.8616  0.223
H -2.7145 -1.7426 -2.7002  0.217
H -2.2478 -0.3097 -0.7514  0.188
H -0.4122 1.0747 1.3411  0.236
H 1.0563 -0.8327 -0.5285  0.222
H 0.7168 -0.7698 2.5081  0.251
H 2.3145 -2.0802 3.7188  0.220
H 4.1450 -3.7173 3.7620  0.232
H 4.8379 -4.8503 1.6935  0.231
H 3.6685 -4.3861 -0.4168  0.229
H 1.8555 -2.7418 -0.4845  0.211
H 0.8916 0.6924 -2.2869  0.213
H 2.1177 3.4010 0.0191  0.204
H 3.7310 3.5588 -0.6769  0.233
H 2.3146 4.0473 -1.6053  0.221
H 3.2121 0.7733 -3.2205  0.210
H 3.1762 2.5190 -3.4735  0.219
H 4.4620 1.8019 -2.5304  0.232
H 3.0675 -0.1304 -0.8106  0.204
H 4.1525 1.1080 -0.2100  0.233
H 2.5625 0.9530 0.4994  0.204
C -4.5872 -3.5790 4.7994  -0.642
C -3.4361 -2.7751 4.3061  0.051
C -3.3381 -2.4016 2.9823  -0.248
C -2.2671 -1.6436 2.5705  0.036
N -1.2973 -1.2241 3.3616  -0.481
C -1.3905 -1.5993 4.6237  0.046
C -2.4173 -2.3558 5.1375  -0.254
H -4.5019 -3.7734 5.8698  0.225
H -5.5255 -3.0486 4.6266  0.236
H -4.6384 -4.5400 4.2846  0.235
H -4.1002 -2.7050 2.2857  0.222
H -2.1886 -1.3583 1.5329  0.176
H -0.5935 -1.2754 5.2757  0.191
H -2.4334 -2.6209 6.1801  0.225

Its lowest unoccupied orbital energy is -4.517 eV. The HOMO energy is -11.729 eV. The calculation puts the energy above the lowest of the compared OMol25 structures with the same formula, charge and spin at 0.000 eV. As for the total charge: +1.

Computed total energy, in the same sequence as the records: -4441.49207; -5628.15226; -1404.05498 Eh.